# C14H20N2O3

One molecule with the formula C14H20N2O3 in a non-equilibrium geometry (ωB97M-V/def2-TZVPD, OMol25).

Results
HOMO = -9.20 eV
Energy relative to the best compared isomer or geometry (same formula, charge and spin) = 1.452 eV
Frontier orbital gap = 9.67 eV
LUMO level = 0.5 eV

ORCA input file:
```
! wB97M-V def2-TZVPD RIJCOSX def2/J DEFGRID3
* xyz 0 1
C 0.8434 -1.7399 -1.1769
C 1.8736 -1.7158 -0.0424
C 2.9208 -2.7588 -0.2410
C 2.4562 -0.2949 -0.0956
N 3.5536 -0.1334 0.8655
C 1.3640 0.6415 0.4151
O 1.1808 0.8440 1.6359
N 0.5915 1.1272 -0.6129
C -0.4206 2.1515 -0.4434
C -1.5030 1.8989 0.6473
C -2.2079 0.5972 0.4140
C -3.1280 0.4029 -0.6343
C -3.8636 -0.8314 -0.7670
C -3.6694 -1.8387 0.1375
C -2.7946 -1.6363 1.2132
C -2.0230 -0.4626 1.3150
C 0.2953 3.4835 -0.2017
O 1.3887 3.7013 -0.6380
O -0.5016 4.4021 0.3405
H 0.1327 -0.8839 -1.1776
H 0.2106 -2.6791 -1.0803
H 1.3286 -1.8216 -2.1721
H 1.3758 -1.9168 0.9179
H 3.7558 -2.6654 0.4728
H 3.4175 -2.7432 -1.2545
H 2.5148 -3.7781 -0.1507
H 2.7875 -0.0004 -1.0529
H 3.8036 0.8745 0.8819
H 3.2752 -0.3744 1.7574
H 1.1788 1.4112 -1.4415
H -0.9929 2.2388 -1.3819
H -1.0399 1.9143 1.6419
H -2.1979 2.7410 0.5324
H -3.3354 1.2259 -1.3170
H -4.5474 -0.9756 -1.5971
H -4.0960 -2.8283 0.0198
H -2.6086 -2.4746 1.8725
H -1.3274 -0.3100 2.1328
H 0.0083 5.2075 0.2654
*
```

Atomic partial charges in e from the natural (NBO) method, atoms 1 to 2: C -0.627; C -0.233

=====

# C2H12N2O3

A 4-piece molecular cluster, C2H12N2O3 overall in a non-equilibrium geometry (ωB97M-V/def2-TZVPD, OMol25).

Results
HOMO = -9.57 eV
Energy relative to the best compared isomer or geometry (same formula, charge and spin) = 1.358 eV
Frontier orbital gap = 10.23 eV
LUMO level = 0.7 eV

ORCA input file:
```
! wB97M-V def2-TZVPD RIJCOSX def2/J DEFGRID3
* xyz 0 1
H 2.3427 0.4280 -0.8746
N 1.4431 0.9026 -0.8721
C 1.0526 1.1272 -2.0836
N -0.3036 1.2343 -2.2739
C -0.8521 2.0053 -3.3767
H 1.8144 1.0213 -2.8559
H -0.5256 1.6350 -1.3600
H -0.2856 2.9960 -3.4748
H -0.7413 1.5335 -4.3719
H -1.8824 2.2157 -3.1596
O 0.9558 -2.9610 4.6587
H 0.4170 -3.2889 3.9365
H 0.9124 -2.0033 4.6310
O -2.2513 -2.3934 1.5135
H -1.3880 -1.9576 1.4063
H -2.4284 -1.9331 2.3530
O 0.4746 -0.5882 2.1739
H 0.9811 -0.2269 1.4321
H 0.2647 0.2536 2.5981
*
```

Atomic partial charges in e from the natural (NBO) method, atoms 1 to 2: H 0.345; N -0.764

=====

Which of these has the lowest HOMO? C2H12N2O3